# 1
A cluster of 14 separate species, C30H84F3O15 in total. Source: the OMol25 dataset; level of theory: ωB97M-V/def2-TZVPD.

Computed properties:
**Net charge**: -1
**E_LUMO**: 1.899 eV
**Energy relative to the best compared isomer or geometry (same formula, charge and spin)**: 241.83 kJ/mol
**HOMO-LUMO gap**: 6.289 eV

Each line ends with the Mulliken charge.
Element x y z (Å)
C: -0.07102 -0.94388 1.07859  1.035
O: -0.47477 0.17080 0.24067  1.570
O: -1.14459 -1.32928 1.77552  -1.093
C: 0.66080 -1.96888 0.17378  -0.190
F: 1.17291 -3.02293 0.81885  -0.155
F: -0.09003 -2.44483 -0.84031  -0.081
F: 1.75473 -1.38771 -0.40553  -0.231
C: 0.38956 1.26571 0.04053  0.585
C: -0.20846 2.16468 -1.03677  -0.042
H: -0.57517 1.58861 -1.88778  -0.189
H: -1.11866 2.59720 -0.60150  -0.448
H: 0.29251 3.08433 -1.33380  -0.319
H: 1.37955 1.00341 -0.35075  -0.308
H: 0.49331 1.90068 0.92554  0.241
H: 0.70451 -0.55580 1.76120  -1.019
C: 2.22360 -4.69385 3.27690  -0.184
C: 2.59288 -5.06776 4.69865  -0.675
O: 1.61517 -4.63217 5.62316  -0.566
H: 3.03803 -4.90016 2.57249  0.312
H: 1.99360 -3.64299 3.12218  -0.133
H: 1.43329 -5.32274 2.86106  0.154
H: 3.56674 -4.62628 4.91784  0.282
H: 2.74667 -6.14277 4.83799  0.395
H: 0.81315 -5.16129 5.60462  0.292
C: 3.03758 2.41447 -3.27611  -0.708
C: 4.15906 2.52023 -2.25056  0.096
O: 4.86453 3.73620 -2.43082  -0.519
H: 2.44718 3.32407 -3.37799  0.282
H: 2.38951 1.55780 -3.08502  -0.101
H: 3.48341 2.23423 -4.26041  0.457
H: 4.80214 1.63895 -2.34326  0.341
H: 3.71889 2.41870 -1.25684  -0.183
H: 5.38883 3.62891 -3.22951  0.322
C: -2.67661 -6.02384 0.37131  -1.414
C: -1.67849 -4.94442 0.80863  0.540
O: -1.50211 -4.95121 2.20899  -0.463
H: -2.82696 -5.98044 -0.70913  0.349
H: -3.64636 -5.88575 0.85391  0.324
H: -2.33884 -7.02396 0.65346  0.434
H: -1.92508 -3.94681 0.45446  -0.106
H: -0.73795 -5.23108 0.31981  0.046
H: -1.26259 -5.83973 2.48497  0.262
C: -2.60714 2.18458 -4.40495  0.066
C: -3.76691 1.31666 -4.88784  0.011
O: -4.98417 2.06704 -4.95206  -0.592
H: -2.44373 2.99718 -5.11414  0.489
H: -1.71538 1.55786 -4.37278  -0.125
H: -2.80842 2.61002 -3.42346  -0.435
H: -3.91822 0.47989 -4.19754  -0.136
H: -3.55464 0.83429 -5.84736  0.440
H: -5.67349 1.39872 -4.89897  0.332
C: 1.95407 -1.08648 4.84316  -0.683
C: 0.57342 -1.13657 5.50551  -0.056
O: 0.00355 -2.40332 5.24409  -0.487
H: 2.39695 -0.11687 5.08964  0.348
H: 1.83371 -1.24933 3.77405  -0.139
H: 2.62408 -1.82741 5.28510  0.402
H: -0.04909 -0.37845 5.02800  0.101
H: 0.66097 -0.94708 6.58172  0.294
H: 0.69492 -3.07818 5.33245  0.387
C: -2.59971 1.87590 3.19053  -0.517
C: -3.63809 0.76967 3.50179  -0.253
O: -3.11179 -0.18622 4.40131  -0.484
H: -2.95183 2.46347 2.33989  -0.039
H: -1.60227 1.48526 2.99272  -0.014
H: -2.52209 2.53123 4.06376  0.556
H: -3.92879 0.29599 2.56494  0.062
H: -4.53038 1.27368 3.89263  0.395
H: -2.95308 0.29659 5.21865  0.283
C: 3.47536 2.63601 2.40154  -1.498
C: 3.62173 1.16641 2.00345  1.067
O: 4.75701 0.65377 2.66443  -0.707
H: 4.26139 3.19100 1.87900  0.315
H: 3.71604 2.75127 3.45841  0.421
H: 2.51721 3.09447 2.16752  0.298
H: 3.70482 1.05774 0.91859  0.073
H: 2.73609 0.64839 2.38828  -0.334
H: 5.17664 0.00598 2.07456  0.383
C: 0.60866 -0.40775 -3.94188  -0.464
C: 1.74529 -1.38757 -3.77460  -0.132
O: 1.97038 -2.00086 -5.03835  -0.596
H: -0.26345 -0.99399 -4.23188  0.292
H: 0.88839 0.34345 -4.68329  0.547
H: 0.39929 0.13569 -3.01650  -0.262
H: 1.54108 -2.10361 -2.98039  -0.005
H: 2.64399 -0.82974 -3.48147  0.174
H: 2.50694 -1.39232 -5.55072  0.334
C: -3.27568 4.93840 0.10077  -1.049
C: -4.26437 4.32258 -0.90389  0.962
O: -5.09356 5.37219 -1.38223  -0.583
H: -2.45414 4.24554 0.29375  0.137
H: -3.77672 5.12688 1.05017  0.324
H: -2.79945 5.84958 -0.26006  0.341
H: -4.84032 3.52908 -0.42326  0.112
H: -3.65260 3.86997 -1.68948  -0.540
H: -5.43308 5.07577 -2.23309  0.308
C: 3.18652 5.84601 -0.42170  -1.125
C: 1.90895 5.01104 -0.25608  0.521
O: 1.09145 5.63986 0.74021  -0.553
H: 3.59511 6.10863 0.55318  0.332
H: 2.98902 6.67330 -1.10138  0.375
H: 3.98915 5.24257 -0.85773  0.159
H: 2.07736 3.99134 0.08209  -0.386
H: 1.40804 5.00696 -1.22768  0.371
H: 0.63655 6.33259 0.25079  0.309
C: 4.97289 -3.31179 0.39488  -1.353
C: 4.67289 -1.81623 0.31436  1.143
O: 5.80567 -1.06975 0.74789  -0.597
H: 5.35187 -3.64660 1.36214  0.340
H: 5.70406 -3.73607 -0.29890  0.389
H: 4.04897 -3.85375 0.17421  0.264
H: 3.84528 -1.46370 0.92819  -0.465
H: 4.34553 -1.59664 -0.70686  0.068
H: 6.42735 -1.02872 0.01618  0.295
C: -2.58240 -2.95065 -2.37351  -0.266
C: -3.73478 -2.70180 -3.33524  -0.188
O: -4.25472 -4.01848 -3.64892  -0.545
H: -1.81712 -3.66800 -2.66042  0.562
H: -2.99486 -3.17655 -1.39239  0.153
H: -2.07107 -1.98664 -2.29933  -0.339
H: -3.40494 -2.25003 -4.27729  0.234
H: -4.47801 -2.00615 -2.93970  0.068
H: -5.03529 -3.92733 -4.20419  0.283
C: -4.93588 0.74329 -1.30667  -1.712
C: -3.50422 0.48745 -0.83916  1.947
O: -3.49455 -0.65201 -0.00079  -0.791
H: -5.38578 -0.18032 -1.67030  0.280
H: -5.06199 1.58183 -1.99314  0.208
H: -5.51409 1.04831 -0.42933  0.432
H: -3.05977 1.31939 -0.28401  -0.314
H: -2.84306 0.27563 -1.68983  -0.356
H: -2.56795 -0.77181 0.28118  -0.061


# 2
A structure of composition C3H5N3O2S. Source: the OMol25 dataset; level of theory: ωB97M-V/def2-TZVPD.

Computed properties:
**Multiplicity**: 3
**E_LUMO (spin up / spin down)**: 0.437 / -2.535 eV
**⟨S²⟩**: 2.041
**Energy relative to the best compared isomer or geometry (same formula, charge and spin)**: 107.87 kJ/mol
**HOMO-LUMO gap (spin up / spin down)**: 7.402 / 7.107 eV

Each line ends with the Löwdin spin population.
Element x y z (Å)
C: 0.76616 -1.41120 2.06271  0.057
C: 1.98879 -1.09885 1.56019  0.251
C: 0.42725 0.29916 0.82857  0.020
N: -0.25839 -0.71844 1.54226  0.176
N: 1.73174 -0.06401 0.65547  0.044
N: -0.22700 -0.15344 -2.56278  0.059
O: -2.66087 0.31106 -2.28498  0.361
O: -0.21539 0.87705 -0.25918  0.506
S: -1.60504 -0.34426 -1.61032  0.496
H: 0.37058 -2.24755 2.70479  -0.001
H: 2.90544 -1.50660 1.94557  0.014
H: 2.18580 0.35303 -0.18933  0.000
H: -0.25701 -0.67855 -3.40340  0.012
H: 0.12270 0.73657 -2.79371  0.006